Entry 1:
Computed, not measured: C35H37N13O4ReSe as an isolated structure, with ωB97M-V/def2-TZVPD.

Last column: Mulliken charge in e.
Cartesian coordinates (Å):
Re: -0.703 0.137 -0.059  2.68
Se: 2.526 1.202 -2.912  -0.03
O: -2.930 0.177 -0.472  -0.75
O: -0.545 3.897 -1.098  -0.55
O: 4.061 -3.105 -2.191  -0.16
O: 2.222 0.860 0.587  -0.42
N: -0.433 -4.150 0.577  -0.99
N: 0.648 -3.715 1.257  0.98
N: -0.556 0.103 -4.355  -0.80
N: 6.215 -3.002 -1.774  -0.48
N: -0.523 -0.266 -2.155  -0.48
N: -1.602 1.908 -0.615  0.15
N: -1.334 0.345 1.894  -0.16
N: -0.358 2.078 3.143  0.23
N: -0.227 -1.181 -4.098  0.83
N: 5.992 -2.508 -3.053  -0.48
N: 5.354 4.711 -4.054  -0.51
N: -1.545 0.403 4.204  0.05
N: -0.268 -1.930 0.442  -0.02
C: -0.726 0.628 -3.179  -0.78
C: 0.239 -2.045 -5.198  -1.39
C: -2.972 3.658 -1.420  -0.49
C: 3.292 3.936 -3.121  -0.34
C: -0.335 3.071 2.072  -1.12
C: -1.549 3.248 -1.046  -0.11
C: 2.289 -1.224 -6.441  -0.85
C: 5.065 -3.338 -1.309  0.56
C: 5.687 -4.214 0.922  -0.91
C: 3.358 -4.017 0.328  -0.17
C: 0.747 -2.400 1.172  -0.59
C: 4.901 2.364 -3.968  -0.33
C: 4.726 -2.585 -3.257  0.45
C: 2.552 -2.372 -4.356  0.03
C: -0.970 -3.057 0.107  -0.79
C: 3.668 -1.050 -6.508  -0.73
C: 5.314 -4.693 2.168  -0.71
C: -2.010 1.220 5.325  -1.19
C: -1.083 0.955 3.064  0.60
C: 3.665 2.614 -3.371  0.47
C: 2.987 -4.478 1.580  0.85
C: -2.830 1.406 -0.745  0.68
C: 5.704 3.448 -4.284  -0.43
C: -1.907 -1.005 4.286  -1.20
C: 4.173 4.942 -3.487  -0.47
C: 1.152 0.606 0.305  -0.57
C: 4.487 -1.506 -5.488  -0.88
C: -3.836 2.400 -1.224  -0.59
C: 1.730 -1.890 -5.361  1.01
C: 3.973 -4.816 2.502  -0.94
C: 1.535 -4.648 1.966  -1.08
C: 0.481 2.369 4.309  -1.32
C: 4.703 -3.872 0.002  -0.06
C: 3.921 -2.161 -4.398  0.12
C: -0.197 -1.396 -2.797  0.04
H: 0.053 3.998 2.485  0.53
H: 1.657 -0.840 -7.232  0.45
H: 3.919 5.981 -3.315  0.37
H: 0.042 3.131 4.953  0.38
H: -2.020 2.269 5.050  0.41
H: 5.225 1.352 -4.173  0.42
H: 2.610 -3.771 -0.416  0.84
H: 5.558 -1.357 -5.523  0.58
H: -1.346 3.256 1.715  0.33
H: 0.060 -2.337 -2.342  0.58
H: -1.678 -1.363 5.290  0.39
H: 0.296 2.791 1.230  0.21
H: 3.695 -5.179 3.484  0.47
H: 6.073 -4.964 2.889  0.42
H: 6.674 3.296 -4.743  0.37
H: -3.029 0.921 5.570  0.40
H: -2.100 -0.313 2.007  0.40
H: 0.648 1.462 4.884  0.43
H: -3.273 4.483 -0.775  0.36
H: -2.979 4.038 -2.441  0.32
H: 2.342 4.166 -2.657  0.50
H: 1.539 -1.823 1.620  0.61
H: -4.622 2.519 -0.477  0.31
H: -0.960 1.666 -3.040  0.52
H: -1.326 -1.591 3.577  0.35
H: 4.103 -0.542 -7.358  0.45
H: 2.130 -2.910 -3.516  0.57
H: 6.729 -4.099 0.655  0.56
H: -0.044 -3.069 -4.952  0.35
H: -1.384 1.080 6.207  0.35
H: -4.317 2.039 -2.134  0.36
H: -0.310 -1.727 -6.080  0.43
H: -1.879 -3.047 -0.472  0.52
H: 1.442 2.733 3.949  0.46
H: 1.409 -4.480 3.035  0.47
H: -2.975 -1.162 4.106  0.37
H: 1.151 -5.640 1.733  0.34

Force components x, y, z for each atom (eV/Å):
Re -0.71 0.13 -0.07
Se 0.06 -0.07 0.00
O 0.35 -0.22 0.10
O -0.02 0.00 0.01
O 0.03 0.01 0.00
O -0.05 0.07 0.01
N -0.04 -0.02 0.04
N 0.00 0.06 0.00
N -0.01 0.01 -0.01
N 0.00 0.00 -0.01
N 0.10 0.00 0.02
N 0.02 0.09 -0.15
N -0.11 0.03 -0.02
N 0.04 0.00 0.00
N 0.02 0.03 0.03
N 0.01 0.00 0.00
N 0.01 0.01 0.00
N 0.03 0.02 -0.04
N -0.01 0.01 -0.10
C 0.01 0.03 -0.03
C 0.02 0.01 -0.01
C 0.00 0.03 0.05
C 0.02 -0.03 -0.01
C -0.06 0.01 -0.02
C -0.05 0.05 0.05
C 0.00 0.01 0.01
C -0.02 -0.01 0.00
C 0.00 0.00 0.01
C 0.02 -0.04 -0.02
C 0.01 0.02 -0.03
C -0.02 0.00 0.01
C -0.02 0.00 0.00
C 0.00 -0.01 -0.01
C -0.06 0.00 0.03
C 0.00 0.00 0.00
C 0.00 0.00 -0.01
C 0.02 0.00 0.03
C 0.14 -0.10 0.07
C -0.03 0.03 0.02
C -0.01 0.01 0.06
C 0.00 -0.01 -0.01
C 0.03 -0.01 -0.01
C -0.02 -0.01 -0.01
C -0.02 0.02 0.01
C 0.35 -0.12 0.05
C 0.00 0.01 0.01
C -0.01 0.00 0.02
C 0.00 -0.02 0.00
C 0.00 0.03 0.00
C 0.02 -0.01 0.02
C 0.03 -0.01 -0.03
C 0.00 0.01 -0.01
C 0.00 -0.01 -0.01
C -0.01 -0.03 0.02
H -0.02 0.01 0.01
H 0.00 0.00 0.00
H 0.00 0.00 0.00
H 0.01 0.01 -0.01
H -0.02 0.00 0.00
H 0.00 0.00 0.00
H -0.01 0.00 0.00
H 0.00 0.00 0.00
H 0.01 -0.02 -0.03
H -0.01 -0.01 0.00
H -0.02 0.01 0.00
H 0.01 0.03 0.01
H 0.00 0.00 0.00
H 0.00 0.00 0.00
H 0.00 0.00 0.00
H 0.01 0.00 0.01
H -0.02 0.05 0.04
H -0.01 0.01 0.01
H 0.00 0.01 -0.02
H 0.00 -0.02 -0.01
H 0.00 0.01 0.00
H 0.02 -0.01 -0.01
H -0.01 0.00 -0.01
H -0.01 0.01 0.02
H 0.01 -0.01 0.01
H 0.00 0.00 0.00
H -0.01 0.00 0.01
H 0.00 0.00 0.00
H 0.00 0.01 0.01
H 0.00 0.01 0.00
H 0.01 0.00 -0.01
H 0.00 -0.02 0.00
H 0.00 0.01 -0.02
H 0.01 -0.01 0.00
H -0.02 -0.06 0.00
H 0.01 -0.01 -0.02
H 0.02 0.01 -0.04

Calculated values
⟨S²⟩: 3.78
Energy relative to the best compared isomer or geometry (same formula, charge and spin), kcal/mol: 0.0
Net charge: +2
Kohn-Sham gap (spin up / spin down), eV: 8.21 / 5.14
Electronic energy, eV: -131920.733
Multiplicity: 4

=====

Entry 2:
Computed, not measured: C35H37N4O3OsPS2 as an isolated structure, with ωB97M-V/def2-TZVPD.

Last column: Mulliken charge in e.
Cartesian coordinates (Å):
Os: -0.181 -0.021 -0.140  3.40
S: -1.350 -3.571 -2.808  -0.38
S: -2.036 -0.314 -1.612  -0.70
P: -2.590 -2.104 -2.532  1.12
O: 0.512 -2.051 -0.836  -0.57
O: -0.243 -2.024 1.723  -0.07
O: 2.981 1.351 -2.321  -0.81
N: 0.278 2.092 -1.418  -0.12
N: 0.283 3.323 -0.683  -0.65
N: 3.700 -0.752 -2.802  0.12
N: 1.687 -0.400 -1.659  -0.08
C: -2.385 1.296 3.369  -0.74
C: -2.245 2.018 0.696  -0.12
C: 4.915 -0.197 -3.384  -0.95
C: -4.648 -2.176 -6.018  -0.66
C: -1.183 -3.993 2.492  -0.72
C: -5.256 -4.273 -0.316  -0.66
C: 3.058 1.943 3.848  -0.48
C: 5.565 2.293 2.701  -0.54
C: -4.531 -0.887 -6.525  -0.44
C: -4.149 -3.895 -1.067  -0.30
C: 0.339 -4.198 2.489  -0.74
C: 4.530 1.770 1.944  -0.49
C: 3.267 1.589 2.513  -0.08
C: 1.496 -1.718 -1.558  0.24
C: -4.030 -2.588 -1.520  0.22
C: 0.897 -2.842 2.014  -0.20
C: 3.466 -2.097 -2.791  0.15
C: 1.283 0.599 1.060  -2.03
C: 2.194 1.051 1.730  0.48
C: -3.194 2.317 2.888  -0.52
C: -1.353 -2.890 1.466  0.03
C: -3.227 -0.255 -4.604  -0.19
C: -1.429 0.988 1.170  0.35
C: 4.098 2.465 4.600  -0.56
C: -4.053 -2.504 -4.812  -0.69
C: -6.132 -2.040 -0.480  -0.69
C: -5.029 -1.660 -1.224  -0.47
C: -3.819 0.069 -5.820  -0.65
C: 2.383 -2.639 -2.204  -1.40
C: -6.246 -3.348 -0.023  -0.43
C: -3.340 -1.542 -4.095  0.56
C: -3.117 2.680 1.551  -0.76
C: -1.502 0.642 2.521  0.09
C: 5.352 2.639 4.029  -0.42
C: 2.777 0.142 -2.248  0.25
H: 0.720 -4.479 3.470  0.35
H: 0.511 3.087 0.278  0.17
H: -5.343 -5.292 0.039  0.41
H: 6.163 3.047 4.619  0.38
H: -2.200 2.322 -0.341  0.27
H: 3.930 2.738 5.634  0.39
H: 1.479 -2.319 2.772  0.43
H: 4.212 -2.699 -3.293  0.37
H: -4.995 -0.632 -7.469  0.37
H: -0.866 -0.142 2.906  0.38
H: 1.500 -2.953 1.112  -0.19
H: -0.360 2.181 -2.201  0.28
H: -2.264 -2.300 1.573  0.31
H: 4.665 0.666 -3.994  0.31
H: 5.607 0.122 -2.605  0.29
H: 2.076 1.805 4.280  0.49
H: -3.367 -4.606 -1.305  0.41
H: -6.903 -1.315 -0.250  0.41
H: 5.388 -0.959 -3.998  0.31
H: -1.736 -4.896 2.237  0.39
H: 1.212 1.861 -1.763  0.16
H: -3.879 2.828 3.552  0.38
H: -3.722 1.073 -6.213  0.40
H: -3.737 3.480 1.166  0.40
H: 2.182 -3.698 -2.209  0.51
H: -4.937 -0.637 -1.569  0.37
H: -5.202 -2.927 -6.566  0.38
H: 0.614 -4.983 1.785  0.32
H: -7.109 -3.644 0.560  0.40
H: 6.541 2.433 2.255  0.39
H: 4.680 1.506 0.905  0.56
H: -1.289 -3.275 0.441  -0.16
H: 1.035 3.909 -1.030  0.30
H: -1.523 -3.642 3.468  0.29
H: -4.129 -3.513 -4.424  0.37
H: -2.675 0.494 -4.053  0.28
H: -2.434 1.009 4.412  0.42

Force components x, y, z for each atom (eV/Å):
Os 0.19 -0.30 -0.20
S 0.03 0.01 -0.07
S -0.07 0.30 -0.18
P 0.02 -0.15 0.15
O 0.13 0.04 0.04
O -0.17 0.01 0.15
O 0.06 0.03 0.04
N -0.04 0.10 0.13
N 0.03 0.01 -0.04
N 0.00 -0.07 -0.02
N -0.01 -0.06 -0.09
C 0.01 -0.01 -0.01
C -0.04 0.00 0.16
C -0.03 -0.04 -0.03
C 0.00 -0.01 0.00
C 0.00 -0.01 0.01
C 0.03 0.00 0.00
C 0.00 -0.01 0.01
C -0.02 0.00 0.00
C 0.00 -0.01 0.02
C -0.01 0.02 0.05
C 0.02 -0.01 -0.02
C 0.01 0.02 -0.02
C -0.08 -0.04 -0.04
C -0.01 -0.04 0.04
C -0.06 -0.03 -0.04
C -0.12 0.00 0.02
C 0.06 0.06 -0.05
C 0.17 -0.04 0.08
C 0.12 0.06 0.08
C 0.00 0.00 -0.01
C 0.07 0.03 -0.06
C 0.01 0.01 -0.02
C -0.08 0.00 -0.12
C 0.00 -0.01 -0.02
C 0.00 0.01 0.01
C 0.03 -0.02 0.00
C 0.02 -0.01 -0.02
C 0.01 -0.02 0.03
C -0.07 0.03 0.03
C 0.00 0.01 0.00
C -0.05 0.04 0.01
C 0.01 -0.01 -0.01
C -0.04 0.08 0.04
C -0.01 0.00 0.00
C -0.06 -0.04 -0.05
H 0.00 0.00 0.00
H -0.04 -0.01 -0.02
H 0.00 0.00 -0.01
H 0.00 0.00 0.00
H -0.01 0.00 -0.02
H 0.00 0.00 0.00
H 0.01 0.00 0.02
H 0.02 0.01 0.01
H 0.00 0.00 0.00
H -0.01 -0.02 0.00
H 0.01 0.01 0.02
H -0.01 0.01 0.02
H -0.01 0.01 0.02
H -0.01 0.01 -0.01
H -0.01 0.02 0.02
H 0.01 0.00 0.01
H 0.00 -0.01 -0.01
H 0.00 0.00 -0.01
H 0.00 0.00 0.00
H 0.01 -0.01 0.00
H -0.03 0.09 -0.06
H 0.00 0.00 0.00
H 0.01 0.00 0.01
H 0.00 0.00 0.01
H 0.02 0.00 0.02
H 0.00 0.00 -0.01
H 0.00 0.00 0.00
H 0.00 -0.01 0.01
H 0.00 0.00 0.00
H 0.00 0.00 0.00
H 0.01 0.00 0.01
H -0.01 -0.01 0.00
H 0.00 -0.01 0.02
H -0.01 -0.01 0.00
H -0.01 0.00 -0.01
H 0.00 0.00 0.00
H -0.01 0.01 0.00

Calculated values
⟨S²⟩: 6.04
Energy relative to the best compared isomer or geometry (same formula, charge and spin), kcal/mol: 23.0
Kohn-Sham gap (spin up / spin down), eV: 8.47 / 6.30
Electronic energy, eV: -82422.894
Multiplicity: 5

=====

Entry 3:
Computed, not measured: a 2-piece molecular cluster, C35H37N4S overall at a distorted geometry, with ωB97M-V/def2-TZVPD.

Last column: Mulliken charge in e.
Cartesian coordinates (Å):
S: -0.725 -1.999 1.936  -0.21
N: -6.152 1.765 1.037  0.21
N: 0.098 -4.110 0.716  0.20
N: 0.219 -2.129 -0.583  -0.06
N: 5.866 4.595 0.762  0.24
C: -4.833 1.572 0.596  -0.21
C: -2.457 2.008 0.787  -0.91
C: 2.593 2.220 -0.494  0.57
C: -0.818 0.685 -0.530  0.26
C: 1.622 -1.829 -3.869  -0.32
C: 6.608 4.223 1.948  -0.98
C: -0.037 -0.997 -5.433  -0.47
C: 2.432 3.237 0.492  -0.87
C: 0.705 -4.978 -0.295  -0.66
C: 3.879 2.089 -1.097  -0.86
C: 3.488 4.034 0.887  -0.27
C: -2.164 0.960 -0.134  0.36
C: -3.761 2.324 1.127  -0.36
C: -6.588 1.184 2.293  -0.95
C: 1.302 -1.243 -5.098  -0.75
C: 1.506 1.362 -0.836  0.23
C: -6.932 2.917 0.631  -0.95
C: -0.835 -3.539 2.757  0.57
C: -1.354 -3.830 4.019  -0.49
C: -3.256 0.226 -0.670  -0.47
C: 0.605 -2.191 -2.979  0.40
C: -0.315 -4.570 1.972  0.33
C: 4.768 3.854 0.316  -0.24
C: 0.195 1.625 -0.457  -0.68
C: -1.378 -5.164 4.457  -0.60
C: 6.155 5.931 0.285  -0.96
C: -1.056 -1.388 -4.554  -0.78
C: -0.044 -2.767 0.507  0.16
C: 4.934 2.882 -0.703  -0.19
C: -0.858 -6.191 3.653  -0.64
C: -0.292 -5.894 2.404  -0.76
C: -4.559 0.543 -0.343  -0.33
C: 0.925 -2.840 -1.638  -0.41
C: -0.735 -1.999 -3.333  -0.22
C: 0.590 -4.324 -1.652  -1.15
H: 6.393 3.180 2.206  0.30
H: -6.848 3.742 1.356  0.32
H: 5.620 6.121 -0.652  0.30
H: -7.646 0.901 2.219  0.33
H: -1.527 -2.310 -2.645  0.35
H: -6.601 3.270 -0.353  0.29
H: -0.889 -7.223 3.996  0.39
H: 1.460 3.375 0.966  0.38
H: 2.660 -2.009 -3.572  0.42
H: -0.592 -0.288 -0.971  0.36
H: 5.864 6.693 1.026  0.32
H: -0.072 2.637 -0.123  0.65
H: -6.488 1.900 3.125  0.34
H: -5.408 0.010 -0.775  0.45
H: 1.706 0.470 -1.434  0.27
H: -2.106 -1.225 -4.805  0.38
H: 2.012 -2.748 -1.464  0.60
H: -3.976 3.134 1.829  0.42
H: 1.259 -4.830 -2.358  0.41
H: 5.930 2.784 -1.148  0.45
H: 6.343 4.867 2.802  0.32
H: -0.432 -4.455 -2.030  0.45
H: 3.352 4.802 1.654  0.43
H: -7.990 2.629 0.574  0.32
H: -5.987 0.293 2.512  0.29
H: 7.685 4.338 1.755  0.33
H: 7.236 6.030 0.113  0.32
H: -1.636 2.567 1.237  0.49
H: -3.043 -0.577 -1.377  0.35
H: 0.150 -6.664 1.774  0.35
H: 0.175 -5.935 -0.286  0.51
H: -0.287 -0.519 -6.380  0.41
H: 2.103 -0.976 -5.789  0.40
H: -1.807 -5.404 5.431  0.37
H: 1.759 -5.169 -0.043  0.32
H: -1.733 -3.009 4.625  0.40
H: 4.017 1.346 -1.883  0.42

Force components x, y, z for each atom (eV/Å):
S -0.10 0.16 -0.01
N -0.83 -0.34 -0.43
N 0.39 -0.43 0.26
N 0.10 0.03 1.02
N 0.78 0.07 -0.27
C 0.67 -0.22 -0.02
C 0.07 -0.03 -0.44
C 0.75 0.75 0.10
C -0.11 0.32 -0.84
C -0.39 0.04 0.15
C -0.28 -0.16 0.07
C 0.08 -0.23 0.25
C -0.14 -0.21 -0.19
C 0.18 0.14 0.33
C -0.61 -0.33 0.09
C 0.29 -0.07 -0.17
C -0.75 0.43 0.66
C -0.16 -0.27 -0.13
C 0.36 -0.03 0.01
C -0.15 0.04 0.09
C -0.36 0.09 0.04
C 0.32 0.16 -0.03
C -0.10 -0.74 0.65
C 0.13 -0.10 -0.28
C 0.60 -0.05 -0.08
C 0.04 -0.19 0.02
C -0.07 -0.01 -0.32
C -0.58 -0.36 -0.12
C -0.14 0.32 0.14
C 0.09 0.13 -0.26
C -0.27 0.04 -0.09
C 0.24 -0.12 0.27
C 0.06 -0.12 -1.14
C 0.18 0.51 0.39
C 0.09 0.53 -0.15
C -0.20 0.14 0.31
C -0.24 0.48 0.53
C 0.17 0.03 -0.06
C 0.10 0.37 -0.43
C -0.27 -0.35 -0.71
H 0.15 0.22 0.02
H -0.04 0.04 -0.14
H 0.16 0.02 0.18
H 0.23 -0.01 0.02
H 0.27 0.11 -0.22
H -0.14 -0.05 0.22
H 0.04 0.25 -0.04
H 0.34 -0.06 -0.07
H -0.29 0.08 -0.23
H -0.01 0.07 0.13
H 0.00 0.01 -0.16
H 0.29 -0.56 0.06
H 0.02 -0.15 0.01
H 0.32 0.10 0.18
H -0.01 0.04 0.27
H 0.36 -0.02 -0.02
H -0.19 0.10 -0.01
H 0.09 -0.35 -0.19
H -0.17 -0.01 0.10
H -0.43 -0.02 0.14
H 0.09 -0.16 -0.01
H 0.12 0.06 0.05
H 0.07 -0.32 -0.26
H 0.22 0.10 -0.06
H -0.22 0.17 0.03
H -0.22 -0.11 0.11
H -0.24 0.03 -0.06
H -0.25 -0.16 -0.06
H -0.06 0.18 0.18
H -0.19 0.11 0.25
H 0.09 0.13 -0.03
H 0.09 -0.15 0.25
H -0.28 -0.03 0.18
H 0.15 0.10 -0.32
H -0.24 0.04 0.07
H -0.02 -0.31 0.03
H -0.02 0.12 0.21

Calculated values
Energy relative to the best compared isomer or geometry (same formula, charge and spin), kcal/mol: 28.8
Net charge: +1
Kohn-Sham gap, eV: 5.15
Electronic energy, eV: -53683.789

=====

- Number 2 is which compound?
  C35H37N4O3OsPS2